This record from the OMol25 dataset describes 10 unconnected molecules or ions with the total composition C30H70N10O10 in a non-equilibrium geometry. The level of theory is ωB97M-V with the def2-TZVPD basis set.

```
120
C30H70N10O10 (ωB97M-V with the def2-TZVPD basis set)
C -2.20597 2.41542 3.03382
N -2.95632 3.36564 3.79254
C -2.60355 4.21755 4.81105
C -1.38027 3.81821 5.66044
O -3.28360 5.17414 5.13666
H -2.99563 1.96726 2.43075
H -1.81910 1.59641 3.64016
H -1.44772 2.91597 2.43166
H -3.80832 3.72207 3.38367
H -1.72769 4.12277 6.64768
H -0.47596 4.33116 5.33301
H -1.14043 2.75826 5.57630
C 3.01696 -3.71088 -0.36688
N 2.88944 -4.88587 0.46076
C 3.34406 -6.11244 0.13403
C 3.11644 -7.11892 1.13737
O 3.94724 -6.42868 -0.88162
H 2.34305 -2.89127 -0.11754
H 2.68199 -4.04364 -1.34931
H 4.03893 -3.33320 -0.33443
H 2.27614 -4.82815 1.26115
H 2.17760 -7.54136 0.77927
H 3.03396 -6.75556 2.16170
H 3.82943 -7.93293 1.00649
C 0.90589 4.91640 2.48192
N 1.45119 5.98563 3.25836
C 2.23804 5.81192 4.31605
C 2.62655 7.03662 5.15078
O 2.66469 4.70993 4.62095
H 1.26285 4.93031 1.45212
H -0.18285 4.92014 2.53413
H 1.22481 3.93464 2.83199
H 1.25828 6.92401 2.93848
H 2.07407 7.91639 4.82082
H 3.67896 7.31717 5.10809
H 2.32688 6.79290 6.17005
C 4.42155 2.11041 2.00758
N 4.31721 0.78092 2.47982
C 3.74024 -0.22166 1.86210
C 3.56354 -1.49307 2.64366
O 3.15596 -0.17572 0.80603
H 3.66962 2.80529 2.38154
H 4.41009 2.23156 0.92440
H 5.38923 2.54796 2.25303
H 4.74825 0.56408 3.36711
H 2.53001 -1.83796 2.61249
H 3.79357 -1.38473 3.70359
H 4.21295 -2.26657 2.23371
C -2.06321 -2.98462 -4.26517
N -1.28696 -4.17484 -3.89584
C -0.23916 -4.12656 -3.03586
C 0.57520 -5.37747 -2.79738
O 0.02439 -3.05854 -2.45779
H -3.09525 -3.27428 -4.46290
H -1.74228 -2.49771 -5.18605
H -2.05724 -2.26468 -3.44679
H -1.73718 -5.01996 -4.21705
H 1.53087 -5.28610 -3.31358
H 0.02952 -6.30701 -2.95949
H 0.63190 -5.37209 -1.70887
C -2.92761 -3.30260 -0.82443
N -3.46666 -4.00405 0.34749
C -3.89744 -5.27349 0.47160
C -4.11141 -5.74710 1.87482
O -4.11542 -6.01755 -0.46982
H -2.98075 -3.89665 -1.73679
H -1.86865 -3.07514 -0.70208
H -3.42371 -2.37846 -1.12100
H -3.29571 -3.66246 1.28247
H -4.32109 -4.99196 2.63238
H -3.20144 -6.21214 2.25403
H -4.92363 -6.47356 1.84942
C -0.58298 2.99348 -3.85605
N 0.69296 3.44246 -3.39826
C 0.88934 4.43897 -2.60943
C -0.23013 5.48838 -2.32672
O 2.02919 4.53388 -2.10359
H -1.06661 2.25753 -3.21372
H -0.38226 2.55763 -4.83475
H -1.30671 3.80707 -3.80722
H 1.48198 2.82570 -3.52915
H -0.31176 6.39029 -2.93334
H -0.16681 5.80114 -1.28447
H -1.21883 5.04225 -2.21936
C -0.39130 -1.03009 0.79341
N 0.42803 0.11312 0.54252
C -0.06705 1.36713 0.30355
C 0.96405 2.39717 0.02436
O -1.28963 1.61646 0.31787
H -1.41427 -0.69319 0.96113
H -0.06991 -1.58328 1.67590
H -0.29742 -1.76309 -0.00785
H 1.42234 -0.06397 0.53305
H 0.40896 3.31318 -0.17785
H 1.38526 2.12788 -0.94423
H 1.63098 2.46529 0.88382
C 0.52877 -0.87795 -5.76206
N 1.03098 -1.05020 -4.43743
C 1.86890 -0.21416 -3.79667
C 2.26393 -0.64504 -2.40811
O 2.31293 0.80633 -4.32967
H -0.43840 -0.37582 -5.73883
H 0.43666 -1.84103 -6.26415
H 1.14419 -0.18209 -6.33228
H 0.66725 -1.75962 -3.81733
H 1.43471 -0.80769 -1.71961
H 2.85255 0.16737 -1.98193
H 2.85129 -1.56320 -2.39928
C -2.91798 0.39093 -2.65065
N -3.41215 0.64025 -1.29209
C -4.66308 0.34305 -0.87496
C -4.93200 0.46987 0.62155
O -5.56371 0.00911 -1.65475
H -1.84231 0.40832 -2.82593
H -3.28952 1.23001 -3.23888
H -3.42457 -0.50843 -3.00082
H -2.86740 1.08051 -0.56442
H -5.23035 1.48095 0.89868
H -3.97448 0.28098 1.10691
H -5.74264 -0.22689 0.83481
```

## Properties
structure (SMILES)	CNC(C)=O.CNC(C)=O.CNC(C)=O.CNC(C)=O.CNC(C)=O.CNC(C)=O.CNC(C)=O.CNC(C)=O.CNC(C)=O.CNC(C)=O
electronic energy	-67624.544	eV
ΔE to the lowest compared entry with this formula, charge and spin	304.62	kJ/mol

=====

This record from the OMol25 dataset describes 2 unconnected molecules or ions with the total composition C2H8FN4OPS in a non-equilibrium geometry. The level of theory is ωB97M-V with the def2-TZVPD basis set.

```
18
C2H8FN4OPS (ωB97M-V with the def2-TZVPD basis set)
C 2.61298 -0.77307 -0.04268
C 2.06534 1.34063 -0.98750
N -2.91838 0.14699 -0.80366
N -2.67417 -0.60970 1.61113
N 0.96058 0.55706 0.94719
N 1.95283 0.33351 0.09726
O 3.58928 -1.03790 -0.71250
F 2.11791 -1.82863 0.64825
P -1.84767 -0.72117 0.12627
S -1.34598 -2.48836 -0.45811
H 1.06336 1.73835 -1.24613
H 2.53158 2.27979 -0.83641
H 2.57339 1.00289 -1.86370
H -3.00214 0.05289 -1.81352
H -3.38703 1.06252 -0.59185
H -2.32518 -1.16130 2.37713
H -2.80011 0.33644 1.96802
H 0.83342 -0.23095 1.58080
```

## Properties
electronic energy	-33051.431	eV
ΔE to the lowest compared entry with this formula, charge and spin	139.34	kJ/mol

=====

This record from the OMol25 dataset describes C25H29N3O7S in the gas phase. The level of theory is ωB97M-V with the def2-TZVPD basis set.

```
65
C25H29N3O7S (ωB97M-V with the def2-TZVPD basis set)
C 3.07546 4.09980 -1.23131
C 2.71335 3.46088 0.09962
O 2.93922 2.04843 0.02642
C 1.90750 1.22965 0.08375
O 0.76729 1.56570 0.32601
C 2.31539 -0.19143 -0.21028
C 2.32083 -0.39796 -1.74819
N 1.00576 -0.13542 -2.28459
C 0.66353 1.04535 -2.82119
O 1.44966 1.94124 -3.06296
C -0.83280 1.17432 -3.10872
C -1.62144 1.30386 -1.81038
S -2.31021 -0.30683 -1.30120
O -3.37089 -0.66098 -2.20328
O -1.24310 -1.27621 -1.15666
C -2.99040 0.01072 0.32489
C -4.35370 -0.03244 0.53793
C -4.84408 0.23925 1.80035
C -3.98081 0.56030 2.85083
C -2.58898 0.60217 2.61674
C -2.10919 0.31838 1.33925
N -1.72645 0.92505 3.64672
C -0.29637 0.95754 3.40704
C -2.15879 1.21545 4.91538
O -1.39260 1.49866 5.80969
C -3.64833 1.17018 5.17022
O -4.09145 1.41591 6.26989
N -4.46497 0.83915 4.11502
C -5.89033 0.79119 4.37755
C 2.75994 -1.80526 -2.06693
C 4.01921 -2.04394 -2.59843
C 4.43352 -3.33423 -2.87492
C 3.59971 -4.41708 -2.62894
C 4.03663 -5.81309 -2.95187
C 2.33922 -4.17235 -2.09711
C 1.92176 -2.88523 -1.81471
H 2.84801 5.16129 -1.20092
H 2.50622 3.63076 -2.03097
H 4.13464 3.96772 -1.43487
H 1.66191 3.63689 0.34659
H 3.34753 3.83418 0.90895
H 3.31579 -0.37947 0.17650
H 1.59683 -0.87980 0.23544
H 3.00470 0.32853 -2.20141
H 0.26323 -0.76355 -1.98677
H -0.97415 2.06160 -3.72802
H -1.18778 0.30117 -3.66062
H -2.49598 1.93839 -1.92484
H -1.00241 1.66035 -0.99076
H -5.00642 -0.28313 -0.28188
H -5.90671 0.20166 1.96540
H -1.05687 0.34095 1.11679
H 0.17451 1.30040 4.32710
H -0.05716 1.64122 2.59357
H 0.07047 -0.04036 3.16424
H -6.02795 1.03488 5.43036
H -6.41855 1.52408 3.76738
H -6.28228 -0.20759 4.18513
H 4.68049 -1.21347 -2.79942
H 5.41735 -3.50194 -3.28914
H 3.59135 -6.52802 -2.26386
H 3.71955 -6.07646 -3.96145
H 5.11929 -5.90276 -2.90510
H 1.67564 -5.00199 -1.90001
H 0.93569 -2.72622 -1.40303
```

## Properties
structure (SMILES)	CCOC(=O)C[C@H](NC(=O)CCS(=O)(=O)c1ccc2c(c1)n(C)c(=O)c(=O)n2C)c1ccc(C)cc1
electronic energy	-56035.842	eV

=====

This record from the OMol25 dataset describes 2 unconnected molecules or ions with the total composition C3H13N2PS in a non-equilibrium geometry. The level of theory is ωB97M-V with the def2-TZVPD basis set.

```
20
C3H13N2PS (ωB97M-V with the def2-TZVPD basis set)
C 0.68228 1.50497 0.44487
C 1.01571 -1.53653 -0.20198
C -3.71109 0.70632 -0.03382
N 1.38398 2.30174 -0.65068
N 0.99490 -2.26345 1.12716
P -0.26948 -0.09399 -0.36439
S -5.07354 0.00407 0.37248
H -0.14590 2.21480 0.93733
H 1.50852 1.24279 1.11930
H 2.03498 -1.03957 -0.39487
H 0.92937 -2.35598 -0.95096
H -3.50211 1.61603 0.54439
H -2.94702 0.47145 -0.77597
H 1.01322 3.17094 -0.78562
H 1.21869 1.85796 -1.59057
H 2.41622 2.30328 -0.47983
H 1.24502 -1.54964 1.80781
H 0.04840 -2.61131 1.23051
H 1.50419 -3.08666 1.30037
H -5.24729 -1.02094 -0.53478
```

## Properties
electronic energy	-26405.934	eV
ΔE to the lowest compared entry with this formula, charge and spin	312.78	kJ/mol
total charge	+2

=====

- What is the formula in the fourth record?
  C3H13N2PS

=====

What did the third record say?
This record from the OMol25 dataset describes C25H29N3O7S in the gas phase. The level of theory is ωB97M-V with the def2-TZVPD basis set.

```
65
C25H29N3O7S (ωB97M-V with the def2-TZVPD basis set)
C 3.07546 4.09980 -1.23131
C 2.71335 3.46088 0.09962
O 2.93922 2.04843 0.02642
C 1.90750 1.22965 0.08375
O 0.76729 1.56570 0.32601
C 2.31539 -0.19143 -0.21028
C 2.32083 -0.39796 -1.74819
N 1.00576 -0.13542 -2.28459
C 0.66353 1.04535 -2.82119
O 1.44966 1.94124 -3.06296
C -0.83280 1.17432 -3.10872
C -1.62144 1.30386 -1.81038
S -2.31021 -0.30683 -1.30120
O -3.37089 -0.66098 -2.20328
O -1.24310 -1.27621 -1.15666
C -2.99040 0.01072 0.32489
C -4.35370 -0.03244 0.53793
C -4.84408 0.23925 1.80035
C -3.98081 0.56030 2.85083
C -2.58898 0.60217 2.61674
C -2.10919 0.31838 1.33925
N -1.72645 0.92505 3.64672
C -0.29637 0.95754 3.40704
C -2.15879 1.21545 4.91538
O -1.39260 1.49866 5.80969
C -3.64833 1.17018 5.17022
O -4.09145 1.41591 6.26989
N -4.46497 0.83915 4.11502
C -5.89033 0.79119 4.37755
C 2.75994 -1.80526 -2.06693
C 4.01921 -2.04394 -2.59843
C 4.43352 -3.33423 -2.87492
C 3.59971 -4.41708 -2.62894
C 4.03663 -5.81309 -2.95187
C 2.33922 -4.17235 -2.09711
C 1.92176 -2.88523 -1.81471
H 2.84801 5.16129 -1.20092
H 2.50622 3.63076 -2.03097
H 4.13464 3.96772 -1.43487
H 1.66191 3.63689 0.34659
H 3.34753 3.83418 0.90895
H 3.31579 -0.37947 0.17650
H 1.59683 -0.87980 0.23544
H 3.00470 0.32853 -2.20141
H 0.26323 -0.76355 -1.98677
H -0.97415 2.06160 -3.72802
H -1.18778 0.30117 -3.66062
H -2.49598 1.93839 -1.92484
H -1.00241 1.66035 -0.99076
H -5.00642 -0.28313 -0.28188
H -5.90671 0.20166 1.96540
H -1.05687 0.34095 1.11679
H 0.17451 1.30040 4.32710
H -0.05716 1.64122 2.59357
H 0.07047 -0.04036 3.16424
H -6.02795 1.03488 5.43036
H -6.41855 1.52408 3.76738
H -6.28228 -0.20759 4.18513
H 4.68049 -1.21347 -2.79942
H 5.41735 -3.50194 -3.28914
H 3.59135 -6.52802 -2.26386
H 3.71955 -6.07646 -3.96145
H 5.11929 -5.90276 -2.90510
H 1.67564 -5.00199 -1.90001
H 0.93569 -2.72622 -1.40303
```

## Properties
structure (SMILES)	CCOC(=O)C[C@H](NC(=O)CCS(=O)(=O)c1ccc2c(c1)n(C)c(=O)c(=O)n2C)c1ccc(C)cc1
electronic energy	-56035.842	eV

=====

Please write out number 4 again, unchanged.
This record from the OMol25 dataset describes 2 unconnected molecules or ions with the total composition C3H13N2PS in a non-equilibrium geometry. The level of theory is ωB97M-V with the def2-TZVPD basis set.

```
20
C3H13N2PS (ωB97M-V with the def2-TZVPD basis set)
C 0.68228 1.50497 0.44487
C 1.01571 -1.53653 -0.20198
C -3.71109 0.70632 -0.03382
N 1.38398 2.30174 -0.65068
N 0.99490 -2.26345 1.12716
P -0.26948 -0.09399 -0.36439
S -5.07354 0.00407 0.37248
H -0.14590 2.21480 0.93733
H 1.50852 1.24279 1.11930
H 2.03498 -1.03957 -0.39487
H 0.92937 -2.35598 -0.95096
H -3.50211 1.61603 0.54439
H -2.94702 0.47145 -0.77597
H 1.01322 3.17094 -0.78562
H 1.21869 1.85796 -1.59057
H 2.41622 2.30328 -0.47983
H 1.24502 -1.54964 1.80781
H 0.04840 -2.61131 1.23051
H 1.50419 -3.08666 1.30037
H -5.24729 -1.02094 -0.53478
```

## Properties
electronic energy	-26405.934	eV
ΔE to the lowest compared entry with this formula, charge and spin	312.78	kJ/mol
total charge	+2

=====

- electronic energy of number 2 (C2H8FN4OPS)?
  -33051.431 eV